No. 1
C30H28FN3O9Zn | ωB97M-V/def2-TZVPD

```
72
Properties=species:S:1:pos:R:3:mulliken_charge:R:1
Zn 0.5679 -1.1051 0.1362 0.692
C -1.1033 6.1603 1.2836 -1.467
C 0.3399 5.8529 0.8798 -0.117
C 1.3625 6.6203 1.7129 -1.086
C 1.3642 6.1524 3.1592 -1.284
C 1.4476 4.6542 3.2376 1.420
C 1.8921 4.0502 4.4346 -0.978
C 1.9782 2.6691 4.5276 0.303
F 2.4135 2.1144 5.6810 -0.407
C 1.6315 1.8564 3.4661 -1.134
C 1.1728 2.4489 2.2743 0.672
C 0.8018 1.5821 1.1471 1.506
O 0.9093 0.3458 1.2285 -1.506
C 0.2957 2.2390 -0.0755 0.026
C 0.2244 3.5762 -0.0871 -0.355
N 0.5899 4.4143 0.9460 0.283
C 1.0619 3.8549 2.1503 -1.024
C -0.1371 1.3721 -1.2575 -0.084
O -0.5520 1.9891 -2.2697 -0.892
O -0.0349 0.1282 -1.0846 -0.396
H -1.2899 7.2391 1.2672 0.401
H -1.3400 5.7864 2.2834 0.346
H -1.8054 5.6896 0.5892 0.373
H 0.4669 6.1844 -0.1581 0.431
H 1.1655 7.6972 1.6690 0.442
H 2.3593 6.4636 1.2836 0.356
H 0.4554 6.4890 3.6757 0.307
H 2.2197 6.6039 3.6749 0.382
H 2.1778 4.6527 5.2911 0.389
H 1.7087 0.7787 3.5519 0.563
H -0.1559 4.0834 -0.9708 0.458
C -0.4794 -7.7778 1.1624 -0.798
O -1.6691 -7.1376 1.5881 -0.474
C -1.6853 -5.7716 1.4715 1.072
C -2.8661 -5.1592 1.8961 -0.943
C -3.0006 -3.7785 1.8263 -0.599
C -1.9575 -2.9840 1.3307 0.727
C -2.0594 -1.4916 1.2372 1.068
C -3.3024 -0.7610 1.6759 -1.645
O -1.1177 -0.8395 0.7954 -0.301
C -0.7271 -3.5725 0.8837 -0.654
O 0.2366 -2.8824 0.4301 -0.012
C -0.6508 -4.9869 0.9803 -0.436
H -0.6119 -8.8519 1.3131 0.223
H 0.3783 -7.4622 1.7638 0.315
H -0.2995 -7.6127 0.0959 0.317
H -3.6786 -5.7652 2.2810 0.366
H -3.9330 -3.3505 2.1664 0.201
H -4.0947 -1.4010 2.0560 0.343
H -3.7004 -0.2079 0.8216 0.306
H -3.0313 -0.0588 2.4679 0.297
H 0.2784 -5.4358 0.6433 0.343
O 2.0530 -1.5515 0.7681 -0.669
O -1.2308 0.4742 -6.8950 -0.513
C -1.1848 -0.9148 -6.6562 -0.492
N -0.5545 -1.1515 -5.3846 -0.068
C 0.5839 -1.8913 -5.2403 0.560
O 1.1167 -2.3891 -6.2278 -0.755
C 1.2110 -2.1183 -3.9023 0.676
C 2.4290 -2.9224 -3.8249 -0.504
C 3.0137 -3.1424 -2.6351 -0.790
C 2.4174 -2.5698 -1.4318 -0.072
N 1.3366 -1.8561 -1.5039 0.002
C 0.7087 -1.6148 -2.7405 -0.505
H -1.7343 0.5930 -7.7214 0.297
H -0.6402 -1.4101 -7.4772 0.382
H -2.2142 -1.3213 -6.6157 0.277
H -1.0098 -0.7314 -4.5773 0.189
H 2.8695 -3.3463 -4.7202 0.391
H 3.9175 -3.7376 -2.5660 0.395
H 2.8792 -2.7403 -0.4676 0.567
H -0.1841 -1.0135 -2.7146 0.297
```

The LUMO energy (spin up / spin down) comes out at 4.053 / 4.053 eV. The calculation puts the calculated total energy at -105593.587 eV. As for the molar mass: 659.0 g/mol. The value obtained for the HOMO-LUMO gap (spin up / spin down) is 5.4 / 2.6 eV. For the maximum force, the calculation gives 9.22 eV Å⁻¹. The relative energy (zero: lowest compared OMol25 entry of this formula, charge and spin) is 807.44 kJ/mol. As for the charge: -2. The value obtained for the highest occupied orbital energy (spin up / spin down) is -1.4 / 1.4 eV.

---

No. 2
C7H17NO | ωB97M-V/def2-TZVPD

```
26
Properties=species:S:1:pos:R:3:mulliken_charge:R:1
C 0.1894 1.3672 -1.0661 0.686
C -0.7094 1.4643 -2.2969 -1.581
C 0.1654 2.6958 -0.3123 -1.509
C -0.2611 0.2039 -0.1585 0.179
O -0.5811 -0.9041 -0.9663 -0.596
H 1.2099 1.1643 -1.4036 0.144
H -1.1681 0.5379 0.3790 0.168
H -1.7346 1.6726 -1.9980 0.323
H -0.8417 2.9115 0.0402 0.337
H -0.6952 0.5266 -2.8427 0.345
H -0.3674 2.2633 -2.9514 0.447
H 0.4748 3.5013 -0.9754 0.414
H 0.8355 2.6911 0.5444 0.368
C -1.4704 -2.4626 2.1686 -0.373
C 0.8087 -0.1564 0.8954 -0.428
C 1.9291 -1.0219 0.3294 -1.157
N -1.1632 -2.9103 1.0411 -0.407
H -0.6786 -3.8081 1.0305 0.170
H -0.8670 -1.6306 -0.3855 0.438
H -1.9967 -1.5219 2.2164 0.286
H -1.2625 -2.9379 3.1251 0.284
H 0.3333 -0.6915 1.7174 0.207
H 1.2276 0.7617 1.3090 0.327
H 2.3873 -0.5381 -0.5352 0.279
H 1.5365 -1.9917 0.0106 0.248
H 2.6996 -1.1863 1.0849 0.401
```

The LUMO energy comes out at 0.907 eV. The calculation puts the calculated total energy at -11071.699 eV. As for the molar mass: 131.2 g/mol. The value obtained for the HOMO-LUMO gap is 10.5 eV. For the maximum force, the calculation gives 0.89 eV Å⁻¹. The relative energy (zero: lowest compared OMol25 entry of this formula, charge and spin) is 138.86 kJ/mol. As for the charge: 0. The value obtained for the highest occupied orbital energy is -9.6 eV.